[1]
Computed, not measured: a molecular structure, C13H42BBrN3NbO6P in a non-equilibrium geometry, with wB97M-V/def2-TZVPD.

Results
* total charge: -1
* largest force on an atom: 2.06 eV Å⁻¹
* E_tot: -112471.07325 eV

XYZ file:
```
68
Properties=species:S:1:pos:R:3:forces:R:3:mulliken_charge:R:1
C 2.200689 8.230291 3.757969 0.09 0.31 -0.13 -0.6938
O 2.944521 7.574504 2.753511 -0.53 0.08 -0.13 -0.2369
B 3.927333 6.705042 3.202346 -1.33 -0.39 -0.15 0.7796
O 5.026254 7.312972 3.758150 0.22 0.67 0.43 -0.5918
Nb 3.722691 4.366016 2.923599 0.54 -1.70 -1.03 -0.9314
P 4.963174 3.899374 5.160646 0.08 0.47 -1.01 0.2164
O 4.156049 4.549881 6.441218 -0.09 0.11 0.57 -0.5117
Br 6.968176 4.811909 5.489648 0.09 0.01 0.17 -0.2755
H 2.845621 8.751583 4.473430 0.02 0.00 0.03 0.2732
H 1.568014 8.974221 3.270973 -0.04 -0.03 0.05 0.2304
H 1.566277 7.524593 4.308647 0.05 -0.01 -0.07 0.2738
H 5.125151 7.126850 4.694693 0.48 -0.51 -0.01 0.2515
H 5.278129 4.064045 1.956927 0.44 -0.14 0.28 -0.0268
H 2.959871 2.672313 2.726081 -0.76 0.54 0.10 -0.0342
H 2.175731 4.653120 3.937434 0.25 -0.03 0.54 -0.1040
H 2.947153 4.981162 1.407671 0.55 0.53 0.22 0.1067
H 3.352650 4.023656 6.527828 -0.15 0.09 0.13 0.3100
C -2.240510 4.793442 -0.324848 0.00 0.02 -0.02 -1.4605
C -0.969882 5.331847 0.326640 -0.10 -0.04 0.07 0.4210
C 0.323602 4.895029 -0.361606 0.14 0.22 -0.08 -0.7099
O 0.697247 3.566239 -0.098166 0.10 -0.20 0.06 -0.2291
C 0.100680 2.562747 -0.875737 -0.01 -0.03 -0.02 -0.4670
N -0.975842 4.989482 1.749506 0.04 0.06 0.02 -0.7626
H -2.403165 3.746500 -0.066979 0.03 -0.02 -0.01 0.2806
H -3.106124 5.353100 0.027439 -0.03 -0.01 0.05 0.3711
H -2.197417 4.877557 -1.412971 0.01 -0.01 -0.01 0.3312
H -0.998195 6.424564 0.254475 0.03 0.01 -0.02 0.3881
H 1.136266 5.499704 0.046136 0.04 -0.03 0.00 0.2761
H 0.284995 5.074290 -1.448921 -0.10 -0.03 0.05 0.3726
H -0.071866 2.901583 -1.906077 -0.03 -0.02 0.02 0.3185
H -0.845896 2.212048 -0.449877 -0.03 0.03 -0.08 0.1710
H 0.789213 1.717403 -0.890168 -0.01 -0.02 -0.01 0.0775
H -0.189285 5.442601 2.208443 -0.01 0.02 0.01 0.2281
H -0.761894 3.999064 1.831407 -0.01 -0.02 0.01 0.3530
C 0.194141 -3.962614 -1.920198 0.03 -0.10 -0.04 -1.4029
C 0.711744 -2.544800 -2.132980 -0.14 -0.07 -0.02 0.4764
C 1.120363 -1.831287 -0.842705 0.21 0.08 0.03 -0.8284
O 0.046321 -1.375417 -0.053766 -0.18 0.02 -0.04 -0.2888
C -0.561157 -2.333067 0.784961 0.02 0.04 0.08 -0.7101
N -0.281340 -1.790829 -2.902156 0.05 0.08 0.02 -0.7426
H -0.829934 -3.967674 -1.546294 0.00 0.02 0.04 0.1697
H 0.194904 -4.502458 -2.866523 -0.04 0.00 -0.04 0.3802
H 0.818596 -4.514146 -1.215101 0.01 0.01 0.02 0.3871
H 1.617198 -2.609328 -2.744799 0.03 0.01 0.02 0.3650
H 1.676975 -0.931272 -1.113508 0.00 0.03 0.02 0.3984
H 1.791390 -2.460891 -0.240794 -0.03 -0.04 -0.04 0.3879
H 0.174630 -3.052087 1.160894 -0.02 -0.02 0.01 0.3349
H -1.366863 -2.878225 0.283788 0.05 -0.03 -0.02 0.2295
H -0.987389 -1.793567 1.629241 0.00 0.00 0.03 0.2459
H 0.102992 -0.886069 -3.155669 0.03 -0.01 -0.06 0.2887
H -1.055072 -1.573855 -2.280145 -0.04 -0.03 -0.01 0.3179
C -3.281835 -9.025812 -3.653784 0.04 0.00 -0.03 -1.4357
C -3.404188 -7.513255 -3.808928 -0.08 -0.15 0.04 0.2978
C -2.484763 -6.715175 -2.882412 0.15 0.17 -0.10 -0.6186
O -2.901618 -6.654878 -1.535665 -0.11 -0.03 0.08 -0.3843
C -2.569623 -7.769102 -0.736029 0.06 0.03 0.04 -0.6950
N -4.811959 -7.137165 -3.670061 0.03 0.11 0.02 -0.7274
H -3.804898 -9.377258 -2.764533 0.01 0.01 0.03 0.2881
H -3.730005 -9.523972 -4.511283 -0.06 -0.02 -0.02 0.3542
H -2.238050 -9.336201 -3.584925 0.02 0.00 0.01 0.3448
H -3.098188 -7.259514 -4.828719 0.03 0.02 0.00 0.3996
H -2.475500 -5.677650 -3.224030 0.00 0.03 0.02 0.3460
H -1.451088 -7.085868 -2.941435 -0.04 -0.05 -0.01 0.4182
H -1.600890 -8.188874 -1.027489 0.00 -0.02 0.01 0.3202
H -3.325161 -8.558302 -0.784258 0.02 -0.01 -0.04 0.2299
H -2.504464 -7.419166 0.293099 0.00 0.00 0.02 0.2673
H -4.925593 -6.154345 -3.896234 -0.01 0.00 -0.07 0.2833
H -5.059087 -7.204609 -2.687026 -0.03 -0.05 0.01 0.3071
```
Forces are in eV/Å.

[2]
Computed, not measured: 2 unconnected molecules or ions with the total composition C6H11N3O2S in a non-equilibrium geometry, with wB97M-V/def2-TZVPD.

Results
* largest force on an atom: 3.23 eV Å⁻¹
* energy relative to the best compared isomer or geometry (same formula, charge and spin): 4.215 eV

XYZ file:
```
23
Properties=species:S:1:pos:R:3:forces:R:3:mulliken_charge:R:1
C 1.694712 -2.138801 -0.751011 0.94 -0.03 -0.29 -0.1200
C 2.292811 -0.135912 -0.414389 -1.66 -1.66 0.84 0.4050
C -2.682893 -1.091914 0.290730 -0.63 1.25 1.37 -1.4186
C -1.177095 0.430523 1.507643 -0.11 1.99 0.71 -0.9362
C -2.373859 1.223756 -0.696571 -0.52 -1.35 1.04 -1.3282
C -2.022194 0.281612 0.476905 -0.89 -1.37 0.32 1.0322
N 1.606870 -0.905876 -1.298314 0.85 0.97 1.05 -0.4885
N 2.400853 -2.256312 0.393868 -2.15 1.12 -2.13 -0.8093
N 2.626594 -0.956042 0.603090 2.16 -0.15 2.31 0.3680
O 2.670369 1.916044 1.180612 0.19 -0.22 1.27 -0.5780
O 3.336301 2.124947 -1.163634 -0.10 -1.41 2.23 -0.5075
S 2.098703 1.647271 -0.105558 0.97 0.05 -2.33 0.6305
H 1.280286 -2.945186 -1.292614 -0.23 -0.93 -0.13 0.4858
H -2.032161 -1.713302 -0.232979 0.90 -1.13 -1.40 0.3162
H -2.965456 -1.659842 1.191035 0.34 0.61 0.07 0.3919
H -3.599028 -0.893224 -0.226355 -0.53 -0.38 -0.66 0.3584
H -0.952633 -0.376134 2.270791 -0.43 1.02 -1.21 0.2493
H -0.845994 1.496047 1.776309 0.01 -1.73 -0.48 0.2533
H 2.954203 2.538328 -1.900957 -0.95 1.06 -1.80 0.3327
H -3.400422 1.522151 -0.967744 -0.14 -0.37 1.24 0.3534
H -1.830230 2.103703 -0.590897 1.23 1.55 -0.31 0.3866
H -2.156736 0.647261 -1.574199 0.93 -0.08 -0.71 0.3524
H 3.076999 -0.859104 1.524245 -0.16 1.19 -1.00 0.2706
```
Forces are in eV/Å.

[3]
Computed, not measured: a molecular structure, C3H5ClINO in a non-equilibrium geometry, with wB97M-V/def2-TZVPD.

Results
* largest force on an atom: 2.22 eV Å⁻¹
* energy relative to the best compared isomer or geometry (same formula, charge and spin): 1.750 eV

XYZ file:
```
12
Properties=species:S:1:pos:R:3:forces:R:3:mulliken_charge:R:1
C -0.066727 0.302324 -1.226707 1.31 0.73 1.62 0.1830
C -0.538660 0.055507 1.792811 0.01 -1.67 1.45 -0.0820
C 0.877487 0.548739 -0.275582 1.69 1.37 -0.43 -0.6057
N -0.425481 -0.931714 -1.574524 0.55 -1.93 0.29 -0.4238
O -0.707935 -1.139083 1.605375 -0.12 1.25 -0.16 -0.4559
Cl 1.311232 2.233539 0.278659 -0.70 -1.13 -0.81 -0.1714
I 2.615524 -0.694160 -0.000272 -1.22 0.22 -0.02 0.1450
H -0.619056 1.089213 -1.713124 -0.16 0.39 0.32 0.3584
H 0.172265 0.384943 2.586945 0.13 0.01 -0.57 0.2748
H -1.174240 0.854934 1.422911 -0.35 0.11 -0.52 0.2949
H -1.361355 -0.969998 -1.907353 -0.48 -0.60 -0.27 0.2474
H -0.083050 -1.734248 -0.989144 -0.66 1.26 -0.88 0.2354
```
Forces are in eV/Å.